(1)
Entry from the OMol25 dataset: a structure of composition C28H25BeN5Te at a distorted geometry (ωB97M-V/def2-TZVPD).

Results
LUMO energy: -6.245 eV
HOMO-LUMO gap: 5.73 eV
Total charge: +2
Max |F|: 0.051 Eh/bohr

Each line ends with the Mulliken charge.
Cartesian coordinates (Å):
C -3.00793 -3.26290 2.81231  -0.4688
C 4.40696 -2.03583 0.03166  -0.4149
C -1.89117 -2.33675 0.82251  -0.6933
H -4.11101 0.95295 3.09022  0.3190
H -4.46738 2.75014 0.99992  0.3689
C -2.00720 0.50480 -3.74962  0.9453
H -3.26669 1.41584 -6.77509  0.3449
C 2.99823 1.63045 4.50449  -0.4550
C -3.16756 1.03830 1.22647  0.3191
H -4.66121 3.01218 -1.44885  0.3695
C 2.99367 1.65024 3.11004  -0.5762
C 2.88008 -0.75277 4.55019  -0.4379
H 3.08614 0.43240 6.30193  0.3860
H 7.66801 -0.12317 -0.62589  0.2808
N -3.56301 2.12120 -4.00845  -0.0673
C -3.10470 2.09810 -2.70910  0.0542
H -1.24827 -2.43397 -0.05144  0.4542
C 6.73401 -0.69216 -0.57036  -0.3215
C 6.82166 -2.04471 -0.38810  -0.4978
C -2.14082 -3.38918 1.70481  -0.7033
C -2.80915 1.12879 -4.71754  0.3951
N -3.68263 0.41977 2.30819  -0.0319
H -1.75455 -4.35124 1.49447  0.4592
N -2.24787 1.06756 -2.49181  0.1517
C -1.72166 -0.07866 -6.46122  -0.5916
C -3.57294 3.02760 -1.57839  -0.5661
C -2.45635 -1.08890 1.10532  0.5593
H -3.32004 4.07671 -1.84038  0.4433
H 2.72657 -1.73758 2.62522  0.2822
H 2.69088 -1.63748 5.10829  0.4005
C -3.52735 -2.00770 3.15063  -0.8329
H -4.15550 -1.87532 4.04205  0.3824
H -0.39444 -0.89978 -3.34678  0.4094
N -2.43136 0.20827 0.46722  0.1057
H 7.80333 -2.54347 -0.31492  0.3606
H 3.45928 -2.57275 0.17825  0.3822
H 2.86113 2.53861 2.51908  0.4269
H 5.63253 -3.79766 -0.07333  0.3778
C -3.18969 -0.94033 2.28131  0.7701
C -1.03009 -0.40804 -4.11188  -0.8076
H -0.24149 -1.50179 -5.82453  0.3508
C 4.43833 -0.62648 0.00249  0.2261
Te 2.60713 0.36261 0.39368  0.2952
C -0.91876 -0.69097 -5.48325  -0.4115
H -4.05714 2.92367 -4.37006  0.2808
H 5.64046 1.14197 -0.25646  0.3564
C -2.62462 0.88277 -6.06013  -0.5600
C 5.60689 0.05161 -0.31481  -0.4763
H -2.15397 3.50602 -0.31684  0.3564
N -2.78154 2.72855 -0.39845  -0.0577
C 2.89266 0.40355 2.46821  0.3849
H -2.90946 3.15770 1.69372  0.3892
H -1.50881 -0.32241 -7.52142  0.3951
C 5.63249 -2.72224 -0.07943  -0.4488
H -3.14253 -4.19436 3.37557  0.3900
Be -1.92420 1.13754 -0.85693  -0.5420
C 2.85976 -0.81125 3.18572  -0.4017
H 3.11669 2.56554 5.01916  0.3680
C 3.04361 0.46422 5.22388  -0.4769
C -3.40743 2.48020 0.94844  -0.7005

Force components x, y, z for each atom (eV/Å):
0.7 0.5 -0.2
0.9 0.2 0.1
0.3 0.2 -0.2
0.3 -1.0 -0.8
0.1 -0.2 -0.3
0.2 -0.1 -0.2
0.5 -0.3 0.2
1.1 1.0 -0.1
-0.3 -1.5 1.5
0.2 -0.3 0.2
-1.1 -1.9 0.0
0.2 0.3 0.5
0.0 0.3 0.1
-0.2 -0.2 -0.5
1.8 -0.5 1.8
-1.0 -0.8 -1.2
-0.1 -0.2 0.2
2.0 1.4 0.8
-0.6 -0.9 0.8
-0.9 1.3 -0.4
0.4 0.6 1.2
1.0 -0.1 -0.3
0.5 -0.7 -0.2
-0.8 2.3 0.7
0.9 0.0 0.2
-0.1 0.7 -1.7
-0.1 0.9 0.6
-0.4 -0.6 -0.3
0.1 0.2 0.4
0.3 -0.7 0.5
0.3 -0.2 -0.3
0.3 0.1 -0.5
-0.5 0.4 -0.7
0.0 0.8 -0.3
-0.7 0.2 -0.5
0.6 0.2 0.0
0.4 0.4 0.1
0.0 -0.3 0.3
-1.5 0.2 0.9
0.3 -0.8 -0.4
-0.3 0.8 0.4
-0.7 -0.8 -0.4
0.3 0.1 -0.3
0.3 -1.1 0.4
-0.1 -0.2 -0.3
0.0 -0.4 -0.3
-1.5 0.5 -1.2
-1.0 0.2 0.3
0.5 0.2 0.4
0.8 -1.2 0.7
0.0 0.2 0.3
-0.3 -0.8 -0.6
-0.5 0.3 0.8
-0.5 0.2 -0.8
-0.4 0.8 0.1
-1.1 -0.8 0.2
-0.4 0.9 -1.1
-0.2 0.3 0.2
-0.7 -1.0 -0.3
0.7 0.8 -0.3

(2)
Entry from the OMol25 dataset: a structure of composition C28H25BiN3O8SSe2 (ωB97M-V/def2-TZVPD).

Results
LUMO energy: 2.296 eV
HOMO-LUMO gap: 7.98 eV
Total charge: -1
Max |F|: 0.009 Eh/bohr

Each line ends with the Mulliken charge.
Cartesian coordinates (Å):
H -1.21472 4.58083 3.65694  0.3806
C -3.80716 -0.95906 3.01757  -0.8641
C -1.42438 -4.55084 -2.35227  -0.7214
C 2.32044 2.20732 -0.99560  -1.0679
C 1.25934 2.86193 -1.89031  0.7574
H -1.43523 -5.57765 -2.00742  0.3941
C 3.20126 2.77090 3.70390  -0.9516
C -1.32581 -1.06798 -0.86587  0.1505
C 0.28938 4.26421 2.15121  0.5809
C -4.21966 1.61067 2.26135  -0.1848
O 0.62612 3.53216 1.12840  -0.5823
C 2.76236 2.77791 5.01989  -0.2778
H 4.05370 3.35449 3.38831  0.4153
O 3.73681 -0.28561 0.14833  -0.7894
H -1.29539 -0.88900 -3.55682  0.6118
H -1.85745 4.16588 2.05187  0.2210
H 0.48733 -3.72191 -5.31121  0.1138
O -1.81175 -1.23141 0.26230  -0.4881
H -1.44987 -5.08681 -4.43203  0.4286
H 3.27365 3.36947 5.76889  0.3810
H -1.39573 -2.74145 -5.21608  0.5481
H 2.22007 -3.99354 -5.49971  0.4688
O 1.47258 -1.03865 0.83951  -0.4848
H 2.87294 -2.93317 -0.90272  0.4502
H 2.72196 3.00154 -0.36160  0.2989
Se -0.94316 -0.71212 2.76799  0.4151
C -1.39724 -2.95882 -4.15457  -0.9616
C 1.35976 -1.13343 -3.94875  -0.9822
C -1.40827 -3.51180 -1.43360  -0.4668
Bi -0.31443 1.63675 0.32552  1.7691
C -1.06413 3.96176 2.77601  -0.7536
C 1.52989 -0.44454 -2.75575  0.0621
H 2.78222 1.99609 1.73760  -0.0150
C -5.10702 -0.49324 2.92775  -0.2900
H -3.58550 -1.97730 3.30259  0.4226
Se -0.47168 0.19358 4.87020  -0.1772
O 0.99260 5.15392 2.60139  -0.6933
N 1.72740 1.15918 -0.16749  0.3083
N -2.96644 1.17097 2.33849  0.1447
C -1.42735 -4.27536 -3.71442  -0.2014
C 2.07666 -1.09561 -1.66551  0.5297
H 1.18913 0.57596 -2.68224  0.2888
O 1.58635 3.46848 -2.88679  -0.7209
O -0.76906 -0.00236 -1.29315  -0.8854
C 1.02291 1.30343 4.35871  0.5457
H 3.12442 1.82623 -1.62304  0.6697
C -5.32259 0.82140 2.54447  -0.7440
C 2.49513 2.02212 2.78129  0.1766
C 1.65554 2.02548 5.36648  -0.9299
C -1.37062 -2.19369 -1.87199  0.3939
H -6.32083 1.22877 2.45966  0.4012
H -5.94018 -1.14772 3.15114  0.3941
C -2.77103 -0.08470 2.71527  0.2348
C 2.45219 -2.43074 -1.76434  -1.0468
H 1.46691 -2.55563 -6.20051  0.3419
H -1.41730 -3.70174 -0.36855  0.4385
C 2.26031 -3.11066 -2.95328  -0.8855
C 1.70961 -2.47114 -4.06296  1.1124
S 2.31425 -0.31669 -0.08262  1.1792
H 2.53571 -4.15719 -3.02175  0.3800
N 1.41357 1.30702 3.10039  0.1854
H -1.14535 2.90804 3.05162  0.0044
C -1.35485 -1.92028 -3.23446  -0.0992
O 0.01452 2.71771 -1.49645  -0.8537
C 1.46228 -3.22561 -5.34076  -1.5671
H 1.28544 1.99760 6.38339  0.3470
H 0.92251 -0.61780 -4.79620  0.3713
H -4.34309 2.64344 1.95239  0.3682

Force components x, y, z for each atom (eV/Å):
0.0 0.0 0.0
0.0 0.0 0.0
0.0 0.0 0.0
0.0 -0.1 0.0
-0.1 0.1 0.0
0.0 0.0 0.0
0.0 0.0 0.0
-0.1 -0.1 0.0
0.0 0.0 0.0
0.0 0.0 0.0
0.0 0.0 -0.1
0.0 0.0 0.0
0.0 0.0 0.0
-0.1 0.0 0.0
-0.1 0.0 0.0
0.0 0.0 0.0
0.3 0.0 0.0
0.0 -0.1 -0.2
0.0 0.0 0.0
0.0 0.0 0.0
-0.1 0.0 0.0
0.0 0.0 0.0
0.0 0.0 0.0
0.0 0.0 0.0
0.0 0.0 0.0
-0.1 -0.1 0.1
-0.4 0.0 0.2
0.2 0.1 0.0
0.0 0.0 0.0
-0.1 -0.1 0.3
0.0 0.0 0.0
0.1 0.0 -0.1
0.0 0.0 0.1
0.0 0.0 0.0
0.0 0.0 0.0
0.0 0.0 0.0
0.0 0.0 0.0
0.1 0.2 -0.1
0.0 0.0 0.0
-0.1 0.1 0.1
0.2 0.0 0.0
0.1 0.0 0.0
0.0 0.0 0.0
-0.3 0.1 0.1
0.0 0.0 0.0
0.0 0.0 0.0
0.0 0.0 0.0
0.1 0.1 0.1
0.0 0.0 0.0
0.0 0.0 0.1
0.0 0.0 0.0
0.0 0.0 0.0
0.1 0.0 0.0
-0.1 0.0 0.0
0.0 0.0 0.0
0.0 0.0 0.0
0.0 0.0 0.0
0.1 -0.1 -0.1
0.0 -0.1 -0.1
0.0 0.0 0.0
0.0 0.1 0.0
0.0 0.0 0.0
-0.2 -0.1 0.0
0.1 0.0 -0.1
0.1 -0.1 0.0
0.0 0.0 0.0
0.0 0.0 0.0
0.0 0.0 0.0